The following is a quantum chemistry calculation of a 5-piece molecular cluster, C31H63BF3N7O8 overall, from the Open Molecules 2025 dataset.

Summary:
* structure (SMILES): COB(O)c1ccc(C[C@@H](O)C(F)(F)F)c2ncc(C[C@H](O)CN)nc12.COC[C@@H](C)N.COC[C@@H](C)N.COC[C@@H](C)N.COC[C@@H](C)N
* gap between HOMO and LUMO: 0.317 hartree

Geometry as ORCA input:
```
! wB97M-V def2-TZVPD RIJCOSX def2/J DEFGRID3
* xyz 0 1
C -2.4355 4.1848 0.2058
O -2.8074 4.0176 -1.1690
B -3.9770 3.2746 -1.3018
O -5.2103 3.8034 -0.9788
C -3.8046 1.7744 -1.8353
C -4.3934 0.7559 -1.1358
C -4.2375 -0.6196 -1.5344
C -3.4854 -0.8767 -2.6458
C -3.3031 -2.3513 -3.0393
C -1.8533 -2.9107 -2.9814
O -1.2229 -2.9379 -4.2478
C -0.9348 -2.2352 -1.9444
F -0.3434 -1.1128 -2.3928
F 0.1170 -3.1036 -1.7133
F -1.4997 -2.0328 -0.7532
C -2.8918 0.1730 -3.4211
N -2.1645 -0.1735 -4.5239
C -1.6243 0.8394 -5.1516
C -1.7813 2.1990 -4.7108
C -1.0525 3.2959 -5.5099
C 0.3990 3.4130 -4.9013
O 0.6472 4.7838 -4.5845
C 1.5073 2.8176 -5.8073
N 1.6606 1.3561 -5.7029
N -2.4843 2.5931 -3.6710
C -3.0340 1.5152 -3.0287
H -3.0396 3.5569 0.8813
H -2.5167 5.2581 0.4467
H -1.3769 3.9002 0.3406
H -5.7505 3.0394 -0.7238
H -5.0040 0.9422 -0.2418
H -4.7033 -1.4349 -0.9763
H -3.6454 -2.4990 -4.0796
H -3.9630 -2.9531 -2.4006
H -1.9375 -3.9686 -2.6591
H -0.2735 -2.7982 -4.1436
H -1.0039 0.6288 -6.0246
H -1.5634 4.2608 -5.4190
H -1.0146 2.9627 -6.5621
H 0.4201 2.8490 -3.9467
H 0.8845 4.7909 -3.6482
H 2.4776 3.2545 -5.5108
H 1.2942 3.0988 -6.8520
H 1.1321 0.9051 -6.4390
H 1.3812 1.0106 -4.7919
C -6.0776 0.2718 3.2625
O -5.3015 -0.3079 2.2281
C -3.9035 -0.3412 2.4892
C -3.4469 -1.5477 3.3265
C -3.7502 -1.4038 4.8144
N -4.0321 -2.8014 2.8422
H -5.5562 1.0985 3.7524
H -6.3627 -0.4819 3.9996
H -6.9952 0.6564 2.8158
H -3.4253 -0.4150 1.5073
H -3.5666 0.6061 2.9293
H -2.3597 -1.6191 3.2244
H -4.8085 -1.5393 5.0376
H -3.2050 -2.1566 5.3849
H -3.4444 -0.4222 5.1841
H -3.7534 -2.9410 1.8739
H -5.0389 -2.6646 2.7859
C 5.6669 6.4950 -0.7180
O 5.2435 5.2192 -0.2707
C 3.9854 5.2036 0.3789
C 2.7810 5.1163 -0.5727
C 2.4442 6.4410 -1.2499
N 2.9753 4.0906 -1.6041
H 5.3582 7.2917 -0.0357
H 5.2915 6.6962 -1.7240
H 6.7558 6.4856 -0.7693
H 3.9897 4.3009 0.9971
H 3.8927 6.0534 1.0667
H 1.9120 4.8324 0.0294
H 3.1559 6.6992 -2.0339
H 1.4595 6.3877 -1.7178
H 2.4211 7.2574 -0.5250
H 3.1115 3.1911 -1.1498
H 3.8726 4.2737 -2.0479
C 4.0046 -5.9257 1.6183
O 3.4284 -5.3186 0.4723
C 2.2943 -5.9875 -0.0450
C 0.9766 -5.6196 0.6557
C 0.7992 -6.3011 2.0085
N 0.8428 -4.1715 0.8298
H 3.9454 -7.0179 1.5800
H 3.5285 -5.5506 2.5261
H 5.0565 -5.6388 1.6564
H 2.2207 -5.6704 -1.0900
H 2.4526 -7.0737 -0.0583
H 0.1589 -5.9623 0.0127
H 1.4359 -5.8642 2.7776
H -0.2325 -6.1997 2.3499
H 1.0230 -7.3685 1.9430
H 0.8726 -3.7267 -0.0856
H 1.6938 -3.8484 1.2855
C 3.7577 -0.9001 6.2784
O 2.5746 -1.6141 5.9694
C 2.1116 -1.4521 4.6399
C 2.7773 -2.3865 3.6170
C 4.1792 -1.9441 3.2104
N 2.8390 -3.7700 4.1021
H 3.8008 0.0639 5.7640
H 4.6422 -1.4941 6.0365
H 3.7669 -0.7196 7.3536
H 1.0458 -1.6968 4.6721
H 2.1825 -0.4018 4.3296
H 2.1598 -2.3697 2.7143
H 4.9167 -2.1312 3.9912
H 4.5056 -2.4918 2.3247
H 4.1994 -0.8793 2.9674
H 1.8918 -4.0919 4.2891
H 3.2711 -3.7484 5.0234
*
```

***

The following is a quantum chemistry calculation of a 8-piece molecular cluster, C31H63Cl14FINO4 overall, from the Open Molecules 2025 dataset.

Summary:
* structure (SMILES): CCOCC[C@H](O[C@H](I)[C@H](COC)OCCCCCCN)[C@@H](C)F.ClCCCl.ClCCCl.ClCCCl.ClCCCl.ClCCCl.ClCCCl.ClCCCl
* gap between HOMO and LUMO: 0.339 hartree

Geometry as ORCA input:
```
! wB97M-V def2-TZVPD RIJCOSX def2/J DEFGRID3
* xyz 0 1
C 5.6515 2.3990 1.1172
C 6.0390 1.2549 2.0076
O 5.5282 0.0333 1.4947
C 5.1854 -0.8748 2.5130
C 4.9261 -2.2489 1.9227
C 3.5016 -2.4710 1.3999
O 3.2470 -1.3999 0.5153
C 1.9749 -1.2917 -0.0110
I 1.4337 -3.0856 -1.1712
C 1.9603 -0.0915 -1.0149
C 3.2875 0.6580 -0.9803
O 3.1418 1.8282 -1.7783
C 4.1777 1.9469 -2.7520
O 0.9769 0.8467 -0.6974
C -0.3703 0.3777 -0.7482
C -1.0351 0.6902 0.5949
C -2.1795 -0.2332 0.9981
C -2.5208 0.0240 2.4810
C -2.8094 1.4871 2.8304
C -1.6466 2.2866 3.4357
N -0.7359 1.4855 4.2751
C 2.5176 -2.5441 2.5965
C 1.5856 -3.7455 2.5562
F 3.2279 -2.6466 3.8029
H 5.9298 2.2062 0.0861
H 4.5881 2.6106 1.1629
H 6.1787 3.2904 1.4465
H 7.1303 1.1869 2.0110
H 5.7033 1.4310 3.0268
H 4.3143 -0.5331 3.0731
H 6.0067 -0.9600 3.2316
H 5.5613 -2.3084 1.0397
H 5.2340 -3.0538 2.5741
H 3.5200 -3.4430 0.9097
H 1.2071 -1.1180 0.7359
H 1.8679 -0.4765 -2.0279
H 3.4974 0.9885 0.0262
H 4.0951 0.0398 -1.3439
H 5.1350 1.9804 -2.2405
H 4.0177 2.8892 -3.2545
H 4.1324 1.1132 -3.4477
H -0.8772 0.9643 -1.5132
H -0.4550 -0.6657 -1.0419
H -1.3308 1.7304 0.5632
H -0.2513 0.5824 1.3405
H -3.0582 -0.1415 0.3697
H -1.8270 -1.2610 0.9670
H -3.4408 -0.5228 2.6658
H -1.7703 -0.4380 3.1120
H -3.0702 1.9860 1.9015
H -3.6811 1.5873 3.4687
H -1.0755 2.7044 2.6044
H -1.9864 3.1418 4.0067
H -0.2407 0.8221 3.6895
H -0.0046 2.1175 4.5882
H 1.9290 -1.6371 2.6943
H 0.6440 -3.5052 2.0818
H 1.4342 -4.0833 3.5730
H 2.0509 -4.5716 2.0330
Cl 7.8918 1.6311 -1.6446
C 8.2986 -0.0450 -2.1109
C 7.6653 -0.4632 -3.4137
Cl 5.8887 -0.6236 -3.2868
H 7.9869 -0.6967 -1.2978
H 9.3823 -0.0917 -2.1996
H 8.0526 -1.4384 -3.7057
H 7.8782 0.2441 -4.2094
Cl 10.3053 -1.6521 -5.4099
C 10.4504 -0.2605 -6.5162
C 11.1822 0.8917 -5.8810
Cl 10.2408 1.6426 -4.5673
H 9.4491 0.0265 -6.8274
H 11.0000 -0.6048 -7.3902
H 11.3628 1.6671 -6.6234
H 12.1372 0.5763 -5.4689
Cl -5.6298 -1.4209 1.0607
C -5.8935 -3.0494 0.3899
C -4.9233 -4.0585 0.9480
Cl -3.2529 -3.7767 0.3873
H -5.8199 -2.9826 -0.6928
H -6.9111 -3.3358 0.6502
H -5.2040 -5.0568 0.6162
H -4.9180 -4.0437 2.0348
Cl -8.8619 -1.0604 3.5213
C -9.3059 0.6097 3.0962
C -8.2224 1.3146 2.3221
Cl -6.7781 1.6305 3.3164
H -9.5442 1.1353 4.0176
H -10.2059 0.5500 2.4889
H -8.5889 2.2794 1.9744
H -7.9087 0.7308 1.4590
Cl 5.4122 4.4331 -4.9660
C 6.3496 5.0006 -3.5614
C 6.8621 6.4050 -3.7475
Cl 8.1216 6.5010 -5.0057
H 7.1626 4.2971 -3.3968
H 5.6828 4.9637 -2.7004
H 7.3124 6.7547 -2.8200
H 6.0615 7.0864 -4.0230
Cl -9.3238 -4.4754 1.3579
C -10.8243 -3.9433 0.5548
C -10.5631 -2.9429 -0.5417
Cl -10.0006 -1.3806 0.1024
H -11.4823 -3.5318 1.3161
H -11.2908 -4.8329 0.1349
H -11.4870 -2.7490 -1.0845
H -9.8186 -3.3054 -1.2462
Cl -14.3094 -1.6788 1.1796
C -14.8263 -0.0454 0.6833
C -13.7382 0.6884 -0.0555
Cl -12.3733 1.1063 1.0080
H -15.1360 0.4937 1.5747
H -15.6912 -0.1689 0.0337
H -14.1274 1.6226 -0.4566
H -13.3496 0.0940 -0.8789
*
```

***

The following is a quantum chemistry calculation of C31H65N3NbO5 as an isolated structure, from the Open Molecules 2025 dataset.

Summary:
* gap between HOMO and LUMO (alpha / beta): 0.272 / 0.243 hartree
* ΔE to the lowest compared entry with this formula, charge and spin: 8.882 eV
* <S²>: 2.010

Geometry as ORCA input:
```
! wB97M-V def2-TZVPD RIJCOSX def2/J DEFGRID3
* xyz -1 3
C 0.6361 -6.3326 -1.2654
C 0.5493 -6.3436 0.3744
C 0.3539 -4.8136 0.9506
Nb -1.6483 -3.8469 0.4704
C -0.9435 -1.7442 1.0773
C 0.1186 -1.2588 -0.0820
O 0.9277 -0.0845 0.3430
C 1.8712 -0.4981 1.3928
C 3.1686 -1.5088 1.1740
O 1.6254 -0.0458 2.6409
C -2.5552 -4.2932 2.5081
C -1.5525 -4.0964 3.7890
N -1.5580 -5.3780 4.5875
C -1.0742 -5.2021 6.0074
C 0.0652 -4.0451 6.2243
C -0.8988 -6.5331 3.8708
C -1.7236 -7.7351 3.0507
O 0.4527 -6.7003 3.8902
H 1.0823 -7.3534 -1.6237
H -0.4387 -6.0943 -1.6644
H 1.3828 -5.4921 -1.6160
H 1.6143 -6.7050 0.7749
H -0.2229 -7.1234 0.7802
H 0.6572 -4.8341 2.0799
H 1.1867 -4.1558 0.4035
H -3.2722 -3.2145 -0.0768
H -0.9794 -3.4808 -1.2067
H -2.2269 -5.5046 -0.0847
H -0.5161 -1.7470 2.1665
H -1.8774 -1.0061 0.9956
H 0.9036 -2.1211 -0.3347
H -0.4476 -1.0643 -1.1148
H 3.7408 -1.6141 2.1965
H 2.7187 -2.5824 0.9094
H 3.8777 -1.1455 0.2859
H -3.0606 -5.3651 2.4425
H -3.4693 -3.5370 2.6428
H -2.0614 -3.2708 4.4855
H -0.4953 -3.6749 3.5195
H -1.9250 -5.0331 6.8036
H -0.5595 -6.2353 6.3122
H -0.3827 -2.9694 6.1189
H 0.5126 -4.1521 7.3031
H 0.9504 -4.2300 5.4497
H -2.7611 -7.9810 3.5878
H -1.0978 -8.7175 2.9300
H -2.0389 -7.3669 1.9598
C 4.4916 5.8145 0.1562
C 3.0753 6.1606 0.6938
C 3.0570 6.1033 2.2472
C 3.0157 4.6890 2.8237
C 1.8998 3.8673 2.1835
C 1.9780 3.8546 0.6362
N 2.0754 5.2359 0.0579
O 0.8073 5.8348 0.1660
C 3.1956 2.9943 0.1952
C 0.7544 3.0588 0.0791
C 2.8708 7.6568 0.2852
H 4.4453 5.3509 -0.8343
H 5.1167 6.7087 0.0372
H 5.0489 5.1522 0.8251
H 2.1822 6.6437 2.6279
H 3.9353 6.6218 2.6529
H 3.9831 4.1926 2.6849
H 2.8549 4.7416 3.9061
H 1.9409 2.8428 2.5777
H 0.9321 4.2779 2.5107
H 3.3162 3.0149 -0.8946
H 3.0565 1.9446 0.4850
H 4.1417 3.3019 0.6500
H -0.2054 3.4735 0.4067
H 0.7700 2.0191 0.4249
H 0.7653 3.0379 -1.0188
H 2.8527 7.7751 -0.8042
H 3.6854 8.2834 0.6740
H 1.9473 8.0830 0.6931
C -0.4942 2.8062 -5.0744
C -1.9105 3.1524 -4.5367
C -1.9289 3.0951 -2.9833
C -1.9701 1.6807 -2.4068
C -3.0860 0.8590 -3.0471
C -3.0078 0.8463 -4.5944
N -2.9104 2.2276 -5.1727
O -4.1785 2.8265 -5.0646
C -1.7902 -0.0139 -5.0354
C -4.2314 0.0506 -5.1515
C -2.1151 4.6486 -4.9454
H -0.5406 2.3427 -6.0649
H 0.1309 3.7004 -5.1934
H 0.0631 2.1440 -4.4054
H -2.8036 3.6355 -2.6027
H -1.0505 3.6136 -2.5776
H -1.0027 1.1843 -2.5457
H -2.1310 1.7334 -1.3245
H -3.0449 -0.1654 -2.6529
H -4.0537 1.2697 -2.7199
H -1.6697 0.0066 -6.1252
H -1.9294 -1.0636 -4.7456
H -0.8441 0.2936 -4.5805
H -5.1912 0.4653 -4.8238
H -4.2158 -0.9891 -4.8056
H -4.2205 0.0296 -6.2493
H -2.1331 4.7669 -6.0347
H -1.3004 5.2752 -4.5566
H -3.0385 5.0748 -4.5375
*
```